(1)
Density functional theory data (wB97M-V/def2-TZVPD) for C4H8N4 in the gas phase at a distorted geometry.

Last column: natural (NBO) charge in e.
Geometry (Å):
C1 1.19 -0.23 1.09  -0.532
C2 0.74 0.43 -0.04  0.311
C3 -1.21 -0.67 0.72  0.609
N1 -1.53 -1.93 0.24  -0.827
C4 1.51 1.77 -1.80  -0.046
N2 1.46 1.47 -0.58  -0.391
N3 -0.57 0.22 -0.35  -0.668
N4 -1.73 -0.25 1.79  -0.719
H1 -2.34 -2.32 0.70  0.399
H2 -1.54 -2.05 -0.76  0.377
H3 -0.85 0.18 -1.32  0.385
H4 -1.33 0.62 2.13  0.362
H5 1.10 -1.29 1.21  0.217
H6 2.00 0.22 1.65  0.211
H7 0.98 1.23 -2.60  0.135
H8 2.11 2.62 -2.10  0.178

Results
relative energy (zero: lowest compared OMol25 entry of this formula, charge and spin) = 60.7 kcal per mole
frontier orbital gap = 8.42 eV
E_HOMO = -0.2865 Eh


(2)
Density functional theory data (wB97M-V/def2-TZVPD) for C4H8N4 in the gas phase at a distorted geometry.

Last column: natural (NBO) charge in e.
Geometry (Å):
C1 0.46 -2.42 0.66  -0.341
C2 -0.81 -2.15 0.13  -0.064
C3 1.21 -1.32 0.34  -0.052
C4 0.67 0.86 -0.66  -0.076
N1 -0.77 -0.97 -0.48  -0.273
N2 0.39 -0.43 -0.27  -0.193
N3 -1.38 2.37 0.16  -0.642
N4 -0.09 2.01 0.40  -0.451
H1 0.65 -3.33 1.28  0.235
H2 -1.57 -3.00 -0.02  0.217
H3 2.22 -1.03 0.77  0.223
H4 0.22 1.16 -1.59  0.196
H5 1.82 1.03 -0.61  0.204
H6 -1.55 2.69 -0.79  0.322
H7 -2.02 1.69 0.45  0.363
H8 0.55 2.84 0.21  0.332

Results
relative energy (zero: lowest compared OMol25 entry of this formula, charge and spin) = 74.6 kcal per mole
frontier orbital gap = 9.29 eV
E_HOMO = -0.3069 Eh


(3)
Density functional theory data (wB97M-V/def2-TZVPD) for a molecular structure, C4H8N4 at a distorted geometry.

Last column: natural (NBO) charge in e.
Geometry (Å):
C1 -2.38 -2.09 -0.76  -0.657
C2 -1.13 -1.44 -0.65  0.052
C3 0.97 0.62 -1.07  0.197
C4 0.33 0.74 1.46  0.250
H1 -2.87 -1.70 -1.77  0.234
H2 -2.09 -3.21 -0.91  0.218
H3 -3.28 -1.97 -0.10  0.251
H4 -0.28 -1.75 -1.14  0.155
H5 0.75 0.25 -2.09  0.195
H6 2.77 1.08 -1.59  0.325
H7 -0.31 -0.08 2.19  0.199
H8 1.41 1.64 2.99  0.348
N1 -0.92 -0.52 0.13  -0.249
N2 0.01 0.45 0.00  -0.321
N3 2.24 1.07 -0.64  -0.613
N4 1.12 1.69 1.74  -0.582

Results
relative energy (zero: lowest compared OMol25 entry of this formula, charge and spin) = 140.9 kcal per mole
frontier orbital gap = 9.01 eV
E_HOMO = -0.3021 Eh


(4)
Density functional theory data (wB97M-V/def2-TZVPD) for C4H8N4 in the gas phase at a distorted geometry.

Last column: natural (NBO) charge in e.
Geometry (Å):
C1 3.95 -0.09 0.01  -0.453
C2 0.38 -0.12 -0.11  -0.176
C3 -0.59 0.80 0.04  0.035
C4 -3.82 -0.53 0.10  -0.161
H1 4.44 -0.37 0.89  0.205
H2 4.09 1.00 -0.18  0.192
H3 4.45 -0.60 -0.85  0.209
H4 0.23 -1.20 -0.15  0.208
H5 -0.19 1.88 0.07  0.222
H6 -2.62 1.43 0.05  0.377
H7 -4.36 -1.49 -0.05  0.192
H8 -4.46 0.34 -0.05  0.155
N1 2.63 -0.60 0.16  -0.182
N2 1.72 0.28 -0.10  -0.198
N3 -1.97 0.69 0.04  -0.436
N4 -2.55 -0.56 -0.08  -0.188

Results
relative energy (zero: lowest compared OMol25 entry of this formula, charge and spin) = 92.0 kcal per mole
frontier orbital gap = 8.43 eV
E_HOMO = -0.2949 Eh